--- one ---
14
Properties=species:S:1:pos:R:3:lowdin_charge:R:1 method="wB97M-V/def2-TZVPD" gap_ev=7.833 molar_mass_g_mol=114.1
C 1.270 0.041 -0.186 -0.51
C -1.030 -0.131 -0.524 -0.42
C -2.539 -0.726 -0.296 0.09
H 2.139 -1.963 0.601 0.16
H 3.416 -0.834 0.603 0.18
H 2.810 1.155 0.289 0.17
H -2.208 1.432 0.164 0.10
H -0.283 1.913 0.013 0.15
H -2.745 -1.921 -0.626 0.16
N 2.261 -0.816 0.322 -0.06
N 1.606 1.348 -0.191 0.00
N 0.033 -0.803 -0.508 0.10
N -1.204 1.217 -0.179 0.06
O -3.523 0.088 0.518 -0.17

--- two ---
14
Properties=species:S:1:pos:R:3:lowdin_charge:R:1 method="wB97M-V/def2-TZVPD" gap_ev=9.429 molar_mass_g_mol=114.1
H -1.538 -1.417 1.573 0.12
N -1.500 -1.353 0.476 0.12
C -0.286 -1.356 0.197 -0.53
N 0.194 -1.890 -1.006 0.08
O 0.923 -1.118 1.139 -0.05
C 1.203 0.284 1.195 -0.16
N 1.006 1.398 0.550 -0.03
N 0.498 1.462 -0.564 -0.09
C -0.699 2.091 -0.769 0.04
H -0.582 -1.915 -1.904 0.20
H 1.105 -1.539 -1.322 0.08
H 1.761 0.345 2.191 0.14
H -1.175 2.161 -1.715 0.04
H -0.910 2.847 -0.042 0.05

--- three ---
14
Properties=species:S:1:pos:R:3:lowdin_charge:R:1 method="wB97M-V/def2-TZVPD" gap_ev="9.771 / 7.118" molar_mass_g_mol=114.1
C 2.859 0.534 0.191 -0.19
C 1.067 -0.162 -0.509 -0.22
C -1.868 -0.999 -0.378 -0.17
N 1.729 0.982 -0.331 0.07
N 1.635 -1.252 -0.178 0.07
N -1.634 1.174 0.342 0.02
N -1.448 0.303 -0.651 -0.11
O 2.905 -0.819 0.310 -0.04
H 3.578 1.283 0.636 0.15
H -2.059 -1.030 0.719 0.08
H -2.795 -1.324 -0.889 0.09
H -1.131 -1.672 -0.663 0.04
H -1.194 2.103 0.117 0.13
H -1.643 0.878 1.284 0.08

--- four ---
14
Properties=species:S:1:pos:R:3:lowdin_charge:R:1 method="wB97M-V/def2-TZVPD" gap_ev=9.278 molar_mass_g_mol=114.1
C 0.571 0.583 -0.052 -0.42
C -0.306 -0.519 0.068 -0.20
C -1.311 1.408 -0.137 -0.16
H 2.661 -1.106 1.047 0.22
H 3.531 -0.137 -0.602 0.13
H 0.403 -1.454 -0.417 0.18
H -0.488 -0.769 1.203 0.18
H -3.030 -1.174 -0.634 0.17
H -2.277 1.853 0.166 0.14
N 2.483 -0.538 -0.216 -0.13
N 1.851 0.701 -0.088 -0.05
N -1.440 0.019 -0.537 -0.14
N -0.170 1.813 0.089 0.16
O -2.478 -0.682 0.110 -0.07

Last place for stability: one

--- one ---
14
Properties=species:S:1:pos:R:3:lowdin_charge:R:1 method="wB97M-V/def2-TZVPD" gap_ev=9.604 molar_mass_g_mol=114.1
C -1.717 1.802 -0.459 0.02
N -1.432 0.503 -0.356 -0.06
N -1.428 -0.132 0.789 -0.01
C -0.438 -0.537 1.463 -0.23
O 0.847 -0.105 1.426 -0.05
C 1.679 0.070 0.242 -0.16
N 1.645 -0.372 -0.975 0.01
N 0.736 -1.312 -1.818 0.03
H -1.308 2.254 -1.309 0.04
H -2.218 2.330 0.356 0.07
H -0.582 -0.858 2.677 0.19
H 2.364 0.779 0.403 0.07
H 1.316 -1.493 -2.757 0.13
H -0.144 -0.991 -1.734 -0.04

--- two ---
14
Properties=species:S:1:pos:R:3:lowdin_charge:R:1 method="wB97M-V/def2-TZVPD" gap_ev=9.198 molar_mass_g_mol=114.1 smiles="COC1(C)N=NN=N1"
C 0.085 1.060 1.182 -0.05
O -0.062 -0.360 1.400 -0.12
C -0.752 -1.003 0.310 -0.58
C 0.026 -1.259 -0.946 -0.03
N -2.037 -0.243 0.059 0.07
N -2.973 -0.985 0.300 0.03
N -2.494 -2.300 0.702 0.03
N -1.271 -2.307 0.776 0.10
H -0.913 1.262 0.695 0.09
H 0.910 1.266 0.545 0.08
H 0.030 1.371 2.167 0.07
H 1.040 -1.700 -0.684 0.11
H 0.244 -0.371 -1.634 0.11
H -0.436 -1.957 -1.673 0.09

--- three ---
14
Properties=species:S:1:pos:R:3:lowdin_charge:R:1 method="wB97M-V/def2-TZVPD" gap_ev=8.999 molar_mass_g_mol=114.1 smiles="Cn1ncc(=O)n1N"
C 1.895 -0.280 0.110 -0.09
N 0.678 0.196 0.013 -0.28
N 0.590 1.434 -0.148 0.09
C -0.687 1.919 0.041 -0.01
C -1.465 0.669 0.098 -0.33
O -2.691 0.144 0.065 -0.09
N -0.486 -0.362 0.413 -0.08
N -0.764 -1.595 -0.195 0.03
H 2.627 0.273 -0.464 0.10
H 2.055 -1.328 -0.352 0.12
H 2.194 -0.436 1.157 0.10
H -0.915 3.040 -0.153 0.13
H -1.687 -2.148 0.476 0.22
H -1.344 -1.525 -1.061 0.08

--- four ---
14
Properties=species:S:1:pos:R:3:lowdin_charge:R:1 method="wB97M-V/def2-TZVPD" gap_ev=6.872 molar_mass_g_mol=114.1
C -0.579 -0.040 -0.486 -0.47
C -0.941 0.455 0.825 -0.13
C 1.626 -0.194 0.472 -0.11
H -0.919 -1.131 -3.452 0.17
H 0.480 -1.291 -2.012 0.11
H -1.295 -0.401 1.260 0.07
H -1.839 1.233 1.206 0.18
H -0.027 1.847 3.269 0.31
H 2.690 -0.306 -0.009 0.15
N -0.261 -0.702 -2.576 -0.03
N -1.003 0.013 -1.594 0.03
N 0.128 0.805 1.886 -0.13
N 1.434 0.616 1.479 -0.04
O 0.507 -0.903 -0.268 -0.09

Last place for stability: four